Computed, not measured: a gas-phase ion, C20H20N3O (charge +1) at a distorted geometry, with ωB97M-V/def2-TZVPD.

The value obtained for the HOMO energy is -10.66 eV. Its largest force on an atom is 3.1 eV Å⁻¹. The calculation puts the frontier orbital gap at 8.36 eV. Its charge is +1. Its spin multiplicity is 1. The LUMO energy comes out at -2.30 eV. Its SMILES is COc1ccc([C@H](c2cn(C)c3ccccc23)n2cc[nH+]c2)cc1. The calculation puts the energy above the lowest of the compared OMol25 structures with the same formula, charge and spin at 0.0000 eV.

Positions of all 44 atoms, in Å:
O (-3.102, -0.940, -4.479)
N (3.016, -2.638, 0.026)
N (0.344, 2.778, 1.227)
N (0.981, -1.994, 0.415)
C (-3.026, -1.489, -2.140)
C (-2.483, -0.400, -5.687)
C (-0.576, -0.211, -1.871)
C (2.181, -1.567, 0.194)
C (1.004, -3.399, 0.468)
C (-1.184, -0.256, -3.135)
C (-2.431, -0.894, -3.288)
C (0.569, 4.182, 0.889)
C (-0.225, -0.943, 0.534)
C (-1.080, -0.922, -0.787)
C (-0.049, 1.775, 0.345)
C (0.444, 0.793, 2.315)
C (1.252, 2.754, 3.567)
C (1.064, 0.564, 4.623)
C (0.664, 2.181, 2.435)
C (2.258, -3.801, 0.204)
C (1.447, 1.908, 4.683)
C (0.107, 0.496, 0.953)
C (0.542, -0.013, 3.450)
C (-2.376, -1.462, -0.904)
H (-2.299, 0.678, -5.609)
H (0.210, -1.048, 3.397)
H (1.057, 4.695, 1.729)
H (-0.418, 2.107, -0.618)
H (1.208, -0.077, 5.494)
H (-0.358, 4.727, 0.655)
H (2.553, -0.579, 0.153)
H (0.294, 0.442, -1.765)
H (1.871, 2.317, 5.605)
H (4.000, -2.595, -0.202)
H (0.167, -4.020, 0.709)
H (-0.774, -1.396, 1.396)
H (-4.020, -1.940, -2.239)
H (-1.544, -0.918, -5.914)
H (-3.196, -0.581, -6.493)
H (-0.694, 0.240, -3.981)
H (1.233, 4.271, 0.017)
H (-2.911, -1.852, -0.024)
H (1.530, 3.798, 3.558)
H (2.750, -4.770, 0.097)

Cartesian forces (eV/Å) of the 3 atoms listed first:
O 0.47 0.12 0.11
N -1.44 0.30 0.34
N -0.32 -1.12 -0.40

***

Computed, not measured: a molecular structure, C20H20N4O2PtS, with ωB97M-V/def2-TZVPD.

The value obtained for the HOMO energy (alpha / beta) is -6.03 / -7.30 eV. Its largest force on an atom is 0.1 eV Å⁻¹. The calculation puts the frontier orbital gap (alpha / beta) at 6.53 / 6.86 eV. Its charge is 0. Its spin multiplicity is 3. The LUMO energy (alpha / beta) comes out at 0.50 / -0.44 eV. The calculation puts the energy above the lowest of the compared OMol25 structures with the same formula, charge and spin at 0.0000 eV.

Positions of all 48 atoms, in Å:
Pt (-0.111, 1.208, 0.185)
S (0.423, -1.158, 0.800)
O (0.206, 0.795, -1.884)
O (-2.304, 0.757, 0.451)
N (-0.146, 2.046, 2.102)
N (0.046, -2.601, -1.499)
N (-1.691, -1.469, -0.896)
N (1.971, 1.783, 0.314)
C (3.783, 0.074, -2.331)
C (2.627, 0.586, -1.703)
C (-3.070, 1.116, 4.031)
C (-1.053, 1.904, 2.988)
C (-4.297, 0.509, 4.085)
C (1.366, -0.227, -3.612)
C (-0.427, -1.765, -0.557)
C (-2.010, -2.086, -2.080)
C (-0.933, -2.810, -2.453)
C (-2.865, 0.708, 1.623)
C (-4.142, 0.094, 1.716)
C (3.756, -0.549, -3.552)
C (1.355, 0.424, -2.345)
C (2.842, 1.169, -0.400)
C (-4.830, -0.007, 2.897)
C (-2.323, 1.230, 2.840)
C (2.273, 2.099, 1.710)
C (1.076, 2.800, 2.355)
C (2.516, -0.686, -4.197)
C (1.406, -3.109, -1.545)
H (2.465, -1.164, -5.169)
H (2.479, 1.171, 2.255)
H (4.664, -0.917, -4.008)
H (1.604, -3.466, -2.552)
H (-5.802, -0.486, 2.905)
H (3.849, 1.026, 0.009)
H (1.249, 2.929, 3.428)
H (3.155, 2.741, 1.782)
H (0.405, -0.337, -4.100)
H (1.538, -3.919, -0.829)
H (-2.190, -0.693, -0.413)
H (0.960, 3.789, 1.904)
H (-2.640, 1.529, 4.937)
H (-2.966, -1.961, -2.554)
H (4.730, 0.191, -1.814)
H (-0.867, 2.327, 3.981)
H (-0.767, -3.445, -3.304)
H (-4.564, -0.289, 0.795)
H (-4.839, 0.434, 5.017)
H (2.094, -2.299, -1.311)

Cartesian forces (eV/Å) of the 3 atoms listed first:
Pt 0.01 -0.04 0.00
S 0.00 0.01 -0.02
O 0.01 -0.02 0.01

***

Computed, not measured: a molecular structure, C20H20N4O4PtS at a distorted geometry, with ωB97M-V/def2-TZVPD.

The value obtained for the HOMO energy is -14.58 eV. Its largest force on an atom is 1.3 eV Å⁻¹. The calculation puts the frontier orbital gap at 5.72 eV. Its charge is +2. Its spin multiplicity is 1. The LUMO energy comes out at -8.86 eV. The calculation puts the energy above the lowest of the compared OMol25 structures with the same formula, charge and spin at 0.5731 eV.

Positions of all 50 atoms, in Å:
Pt (-0.174, -0.482, 0.223)
S (-2.268, -0.774, 1.780)
O (-1.950, 0.331, 0.724)
O (-3.626, -1.130, 1.836)
O (0.922, 1.102, 0.686)
O (-1.275, -1.835, 1.272)
N (1.455, -1.655, 0.023)
N (1.608, 3.154, 0.149)
N (3.165, -2.813, 0.721)
N (8.718, -4.594, 4.200)
C (4.578, -2.639, 2.711)
C (6.604, -3.922, 2.870)
C (2.583, -3.526, -0.305)
C (2.454, -1.698, 0.901)
C (5.713, -3.001, 3.414)
C (7.782, -4.296, 3.607)
C (5.225, -4.110, 0.911)
C (-0.715, 0.680, 5.756)
C (0.929, 2.088, -0.150)
C (6.357, -4.477, 1.620)
C (0.193, 0.370, -1.610)
C (-2.195, 0.923, 3.855)
C (-0.611, -0.919, 3.941)
C (4.346, -3.195, 1.463)
C (-1.618, -0.215, 3.293)
C (-1.729, 1.364, 5.076)
C (-0.166, -0.459, 5.169)
C (-0.267, 1.146, 7.108)
C (1.513, -2.812, -0.728)
C (0.128, 1.873, -1.380)
H (-3.001, 1.442, 3.353)
H (-1.018, 0.882, 7.855)
H (1.183, 0.024, -1.901)
H (3.882, -1.947, 3.165)
H (0.459, 2.450, -2.244)
H (5.907, -2.581, 4.391)
H (2.102, 3.223, 1.029)
H (-0.152, 2.229, 7.135)
H (-0.213, -1.831, 3.514)
H (2.688, -0.924, 1.610)
H (-0.570, 0.002, -2.293)
H (0.806, -3.037, -1.508)
H (7.053, -5.189, 1.200)
H (1.629, 3.949, -0.474)
H (-2.171, 2.243, 5.525)
H (-0.896, 2.186, -1.145)
H (0.674, 0.686, 7.402)
H (0.601, -1.011, 5.697)
H (2.954, -4.478, -0.635)
H (5.063, -4.530, -0.071)

Cartesian forces (eV/Å) of the 3 atoms listed first:
Pt 0.65 -0.09 1.08
S -0.26 0.52 -0.24
O -0.04 -0.16 0.30

***

Computed, not measured: 2 unconnected molecules or ions with the total composition C20H20O3S2 at a distorted geometry, with ωB97M-V/def2-TZVPD.

The value obtained for the HOMO energy is -5.22 eV. Its largest force on an atom is 2.4 eV Å⁻¹. The calculation puts the frontier orbital gap at 2.26 eV. Its charge is 0. Its spin multiplicity is 1. The LUMO energy comes out at -2.95 eV. The calculation puts the energy above the lowest of the compared OMol25 structures with the same formula, charge and spin at 0.9964 eV.

Positions of all 45 atoms, in Å:
S (1.668, -5.684, 2.347)
S (0.129, -3.380, 3.154)
O (-0.929, -5.730, 2.385)
O (-0.247, 3.148, -6.000)
O (1.462, 2.495, 0.061)
C (0.870, 3.481, -3.816)
C (2.988, 2.763, 3.377)
C (-0.596, 1.353, -2.816)
C (-2.506, -4.226, 1.308)
C (-2.193, -5.051, 2.551)
C (0.171, -4.970, 2.617)
C (-3.296, -6.059, 2.855)
C (-0.750, 1.745, -4.121)
C (1.442, 0.931, 3.421)
C (1.112, 1.159, 2.076)
C (0.540, 1.696, -0.591)
C (0.302, 2.026, -1.975)
C (1.745, 2.222, 1.385)
C (-0.102, 0.645, 0.065)
C (2.679, 3.008, 2.058)
C (2.368, 1.726, 4.056)
C (1.025, 3.093, -2.513)
C (-0.026, 2.817, -4.660)
C (0.175, 0.372, 1.375)
C (0.514, 4.227, -6.484)
H (-0.298, -0.454, 1.879)
H (1.577, 3.996, -6.415)
H (3.714, 3.379, 3.881)
H (0.280, 5.133, -5.924)
H (-3.445, -3.681, 1.407)
H (-2.583, -4.881, 0.441)
H (-1.710, -3.510, 1.101)
H (-4.263, -5.576, 2.988)
H (1.716, 3.609, -1.869)
H (-3.075, -6.627, 3.759)
H (2.613, 1.542, 5.087)
H (-0.815, 0.038, -0.462)
H (-1.439, 1.230, -4.765)
H (0.963, 0.124, 3.949)
H (0.255, 4.385, -7.532)
H (-2.077, -4.385, 3.422)
H (1.447, 4.307, -4.187)
H (-1.171, 0.526, -2.439)
H (3.153, 3.812, 1.524)
H (-3.388, -6.770, 2.036)

Cartesian forces (eV/Å) of the 3 atoms listed first:
S -0.44 -0.44 -0.16
S -0.48 1.27 0.37
O -0.43 0.60 0.19